Computed, not measured: a 8-piece molecular cluster, C16H48O8 overall, with ωB97M-V/def2-TZVPD.

Calculated values
E_tot ... -33745.6659 eV
Multiplicity ... 2
LUMO (alpha / beta) ... 2.27 / 2.20 eV
Maximum force ... 2.95 eV Å⁻¹
Charge ... -1
Energy relative to the best compared isomer or geometry (same formula, charge and spin) ... 45.1 kcal/mol

Each line ends with the Löwdin charge.
Cartesian coordinates (Å):
O1 -9.926 -7.279 5.341  -0.086
H1 -0.220 -13.332 2.559  0.088
C1 -5.319 -10.010 3.121  -0.318
O2 -0.277 -11.464 3.042  -0.092
H2 -2.386 -7.830 0.793  0.093
H3 -5.248 -9.122 1.235  0.070
H4 2.187 -13.415 1.916  0.059
O3 -9.258 -13.545 7.343  -0.095
H5 -8.442 -13.987 7.587  0.067
H6 -2.308 -9.380 0.069  0.095
H7 -0.698 -8.387 -0.940  0.063
C2 -3.704 -3.893 3.874  -0.331
H8 -1.176 -11.323 2.737  0.055
H9 -8.987 -7.204 7.100  0.106
H10 -6.164 -10.666 2.910  0.091
H11 -9.952 -12.517 5.718  0.105
C3 0.338 -12.442 2.267  -0.340
H12 -9.575 -8.884 6.491  0.112
H13 -5.309 -9.797 4.190  0.103
H14 -4.503 -3.169 5.423  0.080
H15 -4.655 -13.547 1.522  0.017
H16 -7.054 -13.453 5.874  0.062
C4 -3.139 -13.780 4.356  -0.101
H17 0.165 -12.281 1.203  0.104
H18 -7.950 -8.645 4.754  0.062
H19 -3.985 -3.087 3.195  0.107
C5 -3.991 -14.157 3.125  -0.377
C6 -1.777 -8.734 0.767  -0.332
H20 -2.972 -5.375 2.319  0.065
H21 -4.530 -8.094 2.522  0.051
H22 -9.902 -6.348 5.576  0.079
O4 -1.729 -9.274 2.065  -0.090
C7 1.851 -12.629 2.592  -0.078
C8 -7.719 -12.605 5.710  -0.112
H23 -9.260 -14.036 5.394  0.090
C9 -0.418 -8.417 0.113  -0.082
H24 -7.926 -8.714 0.182  0.088
H25 -3.573 -15.091 2.749  0.087
O5 -8.125 -10.327 -0.804  -0.150
H26 2.045 -12.925 3.623  0.065
C10 -7.738 -8.097 5.672  -0.098
H27 -2.098 -13.906 4.057  0.052
H28 -9.508 -9.075 -0.573  0.102
H29 -10.001 -10.648 1.128  0.063
H30 -7.510 -11.743 6.344  0.070
C11 -8.737 -9.438 0.105  -0.369
H31 -3.379 -12.759 4.655  0.064
H32 -8.438 -10.696 1.901  0.053
C12 -9.126 -7.913 6.284  -0.348
H33 -2.570 -9.517 2.458  0.034
C13 -9.102 -13.140 5.995  -0.378
C14 -9.168 -10.024 1.451  -0.091
H34 -7.680 -9.788 -1.462  0.065
H35 -4.595 -5.666 2.907  0.059
H36 -4.146 -11.356 2.396  0.039
H37 -7.228 -7.191 5.345  0.072
C15 -3.612 -5.294 3.197  -0.084
H38 -7.605 -12.363 4.653  0.054
H39 0.066 -7.499 0.446  0.064
H40 -6.336 -8.255 2.321  0.060
H41 2.457 -11.761 2.333  0.061
O6 -4.515 -4.026 4.990  -0.089
H42 -7.128 -8.638 6.396  0.070
H43 -3.356 -14.470 5.171  0.058
O7 -4.039 -13.117 2.120  -0.248
H44 -4.993 -14.376 3.494  0.067
H45 -9.556 -9.230 2.088  0.069
H46 -3.205 -6.082 3.831  0.073
O8 -4.061 -10.578 2.952  -0.118
H47 -2.753 -3.754 4.388  0.104
C16 -5.363 -8.742 2.251  -0.073
H48 0.325 -9.213 0.106  0.064

Forces on atoms 1 to 3 (eV/Å):
-1.3 0.9 -0.8
0.4 -0.9 -0.5
0.1 1.5 0.7


Computed, not measured: one molecule with the formula C34H31N3O6, with ωB97M-V/def2-TZVPD.

Calculated values
E_tot ... -52518.8938 eV
LUMO ... 0.62 eV
Maximum force ... 0.61 eV Å⁻¹
Charge ... 0
Energy relative to the best compared isomer or geometry (same formula, charge and spin) ... 6.9 kcal/mol
Structure (SMILES) ... COC(=O)CN1C(=O)[C@H]2[C@@H](/C=C/c3ccccc3)N3C(=O)CN(Cc4ccccc4)C(=O)[C@@]3(Cc3ccccc3)[C@H]2C1=O

Each line ends with the Löwdin charge.
Cartesian coordinates (Å):
C1 -2.214 -3.998 0.753  -0.237
O1 -1.879 1.629 1.703  0.099
C2 2.982 0.883 -1.018  -0.459
H1 -1.658 -4.153 2.816  0.112
O2 0.453 -1.013 -2.160  0.147
H2 3.513 1.162 4.507  0.111
C3 -3.101 0.798 -0.183  -0.013
H3 5.155 2.993 4.542  0.101
C4 -1.988 -6.025 -0.526  -0.070
C5 -2.335 -4.688 -0.450  -0.035
H4 1.334 0.324 3.842  0.126
C6 3.052 -0.642 -1.072  0.011
H5 2.985 4.992 1.456  0.106
C7 -1.522 -6.690 0.595  -0.089
C8 -2.684 1.703 -3.015  -0.217
H6 -2.604 -2.244 1.894  0.128
C9 0.666 0.550 1.874  -0.054
H7 -0.615 -0.850 2.853  0.165
H8 -3.184 -0.365 -3.324  0.134
N1 -2.851 -0.041 -1.328  -0.020
C10 4.324 3.028 3.853  -0.087
H9 -3.150 1.840 -0.512  0.140
H10 3.059 -0.949 -2.122  0.150
O3 2.888 -1.606 1.614  0.140
C11 -2.241 -1.236 -1.265  -0.400
H11 5.264 3.089 -1.511  0.097
N2 -1.349 -0.421 0.923  0.063
H12 4.107 3.187 -0.147  0.077
H13 -4.457 0.585 -2.516  0.133
H14 -4.490 2.819 -3.298  0.109
H15 0.423 -2.752 1.966  0.156
C12 4.266 2.834 -1.168  -0.023
C13 -1.615 -1.573 0.090  -0.237
H16 1.347 3.161 1.416  0.116
H17 -0.228 -3.195 -0.387  0.169
H18 -2.085 -6.549 -1.465  0.105
C14 1.387 0.908 2.932  -0.027
C15 -3.409 2.843 -3.330  -0.050
H19 0.434 2.936 -3.427  0.100
C16 -1.373 4.048 -3.723  -0.090
H20 3.960 -0.983 -0.572  0.143
C17 -0.645 2.913 -3.406  -0.068
H21 -2.682 -4.165 -1.328  0.107
H22 -3.329 4.892 -3.937  0.101
C18 -2.583 -2.544 0.844  -0.020
O4 4.185 1.411 -1.207  -0.014
C19 3.399 2.001 3.836  -0.036
C20 2.325 2.022 2.946  -0.211
H23 4.901 4.911 3.009  0.099
C21 0.684 -1.386 -1.046  -0.329
C22 3.109 4.145 2.116  -0.103
C23 4.183 4.104 2.992  -0.096
H24 -0.726 0.857 -2.821  0.097
C24 -0.204 -2.150 -0.071  -0.055
H25 -1.042 -6.525 2.675  0.103
C25 2.188 3.114 2.089  -0.034
H26 3.508 3.273 -1.819  0.097
O5 -2.219 -2.034 -2.180  0.086
N3 1.911 -1.232 -0.421  0.068
C26 0.478 -1.913 1.274  -0.054
C27 -1.745 -4.673 1.872  -0.052
H27 -1.255 -7.735 0.535  0.101
H28 -4.072 0.546 0.271  0.145
C28 -1.402 -6.012 1.796  -0.081
H29 -0.864 4.961 -3.995  0.100
C29 -3.376 0.431 -2.599  -0.082
C30 -2.756 4.010 -3.690  -0.087
H30 0.737 1.093 0.944  0.102
H31 -3.588 -2.404 0.438  0.138
C31 -1.295 1.743 -3.058  -0.015
O6 1.976 1.512 -0.841  0.119
C32 -2.046 0.727 0.913  -0.412
C33 -0.236 -0.648 1.843  -0.156
C34 1.913 -1.582 0.915  -0.385

Forces on atoms 1 to 3 (eV/Å):
-0.2 -0.1 0.1
-0.1 0.2 0.2
0.0 -0.3 0.0


Computed, not measured: a 2-piece molecular cluster, C5H5N3O3 overall, with ωB97M-V/def2-TZVPD.

Calculated values
E_tot ... -15870.6985 eV
LUMO (alpha / beta) ... -2.26 / -3.29 eV
Maximum force ... 5.26 eV Å⁻¹
Charge ... 0
Energy relative to the best compared isomer or geometry (same formula, charge and spin) ... 171.9 kcal/mol

Each line ends with the Löwdin charge.
Cartesian coordinates (Å):
H1 0.765 -2.257 -0.280  0.163
H2 -3.290 1.326 -0.058  0.129
C1 -2.017 -0.199 0.505  0.022
N1 -2.323 -0.847 -0.676  -0.381
N2 2.476 -0.799 -0.278  0.049
H3 0.812 2.014 -0.112  0.121
H4 -1.562 -0.847 1.294  0.155
C2 2.505 0.571 -0.252  -0.072
O1 -1.529 -1.722 -1.074  0.039
N3 0.484 -0.111 0.058  0.038
O2 -3.364 -0.436 -1.224  0.058
H5 3.403 1.119 -0.438  0.108
C3 1.228 -1.199 -0.074  -0.174
C4 -2.444 1.144 0.636  -0.255
O3 -1.896 2.001 1.315  0.049
C5 1.215 1.010 -0.144  -0.049

Forces on atoms 1 to 3 (eV/Å):
1.2 2.3 0.9
0.2 0.6 0.4
1.6 -1.8 2.4


Please write out number 3 again, unchanged.
Computed, not measured: a 2-piece molecular cluster, C5H5N3O3 overall, with ωB97M-V/def2-TZVPD.

Calculated values
E_tot ... -15870.6985 eV
LUMO (alpha / beta) ... -2.26 / -3.29 eV
Maximum force ... 5.26 eV Å⁻¹
Charge ... 0
Energy relative to the best compared isomer or geometry (same formula, charge and spin) ... 171.9 kcal/mol

Each line ends with the Löwdin charge.
Cartesian coordinates (Å):
H1 0.765 -2.257 -0.280  0.163
H2 -3.290 1.326 -0.058  0.129
C1 -2.017 -0.199 0.505  0.022
N1 -2.323 -0.847 -0.676  -0.381
N2 2.476 -0.799 -0.278  0.049
H3 0.812 2.014 -0.112  0.121
H4 -1.562 -0.847 1.294  0.155
C2 2.505 0.571 -0.252  -0.072
O1 -1.529 -1.722 -1.074  0.039
N3 0.484 -0.111 0.058  0.038
O2 -3.364 -0.436 -1.224  0.058
H5 3.403 1.119 -0.438  0.108
C3 1.228 -1.199 -0.074  -0.174
C4 -2.444 1.144 0.636  -0.255
O3 -1.896 2.001 1.315  0.049
C5 1.215 1.010 -0.144  -0.049

Forces on atoms 1 to 3 (eV/Å):
1.2 2.3 0.9
0.2 0.6 0.4
1.6 -1.8 2.4